# 1
Density functional theory data (wB97M-V/def2-TZVPD) for C3H4CoO3 as an isolated structure at a distorted geometry.

Largest force on an atom   6.88 eV Å⁻¹
2S+1   5
Total charge   +1
Total energy   -46931.4699 eV
LUMO level (spin up / spin down)   -5.46 / -8.03 eV

CARTESIAN COORDINATES (ANGSTROEM)
H1 -2.02 0.91 1.68
O1 -1.14 0.46 1.16
C1 0.46 -1.25 0.76
C2 0.88 -0.24 -0.06
O2 0.92 -0.39 -1.42
C3 0.58 0.65 -2.31
O3 -0.30 1.42 -1.85
Co1 -1.54 1.20 -0.42
H2 -0.02 -2.14 0.35
H3 0.79 -1.26 1.80
H4 1.41 0.65 0.30

# 2
Density functional theory data (wB97M-V/def2-TZVPD) for C3H7OS as an isolated structure at a distorted geometry.

Largest force on an atom   3.04 eV Å⁻¹
2S+1   1
Total charge   -1
Total energy   -16102.2468 eV
LUMO level   1.93 eV

CARTESIAN COORDINATES (ANGSTROEM)
C1 0.82 -0.57 -1.12
O1 2.69 0.65 0.67
C2 -0.15 0.14 0.47
C3 -0.45 -0.66 -0.60
S1 -3.56 0.07 0.32
H1 1.00 0.16 -1.92
H2 1.79 -0.82 -0.67
H3 0.75 0.47 0.95
H4 -0.97 0.78 0.89
H5 -1.36 -1.07 -0.90
H6 3.55 0.97 0.39
H7 -4.11 -0.11 1.52

# 3
Density functional theory data (wB97M-V/def2-TZVPD) for a 21-piece molecular cluster, H41O21 overall at a distorted geometry.

Largest force on an atom   6.77 eV Å⁻¹
2S+1   1
Total charge   -1
Total energy   -43660.8629 eV
LUMO level   2.12 eV

CARTESIAN COORDINATES (ANGSTROEM)
O1 -2.07 1.01 -1.33
H1 -1.52 1.36 -0.54
H2 -2.83 0.63 -0.78
O2 -3.90 3.05 0.83
H3 -2.91 0.86 3.60
H4 -3.74 2.20 0.45
O3 2.93 1.65 -2.81
H5 1.83 -1.65 1.22
H6 3.41 1.13 -2.28
O4 2.54 -1.98 0.79
H7 2.76 2.43 -2.30
H8 0.92 -0.62 -1.78
O5 -2.30 0.50 1.03
H9 -1.23 -0.04 0.96
H10 -1.88 1.41 1.27
O6 0.18 0.03 0.68
H11 -0.82 -0.69 2.62
H12 0.44 -0.48 -0.06
O7 -0.34 -1.14 3.32
H13 2.06 1.17 2.18
H14 -3.30 3.10 1.56
O8 2.21 0.15 2.26
H15 3.34 -1.88 1.15
H16 1.23 -0.16 2.15
O9 0.20 2.36 0.48
H17 0.13 2.42 1.41
H18 0.20 1.34 0.30
O10 0.82 0.04 -2.43
H19 -0.89 -1.53 3.93
H20 1.61 0.54 -2.55
O11 -1.16 3.44 2.96
H21 -0.57 -4.24 2.22
H22 -0.59 4.09 3.26
O12 -0.70 -3.82 -1.92
H23 -1.39 -3.14 -2.11
H24 -0.34 -4.21 -2.76
O13 3.54 2.92 -0.34
H25 3.10 3.86 -0.29
H26 2.81 2.40 -0.35
O14 4.00 -2.83 -1.68
H27 3.50 -3.21 -2.42
H28 3.39 -2.79 -0.89
O15 -3.06 -2.39 -3.71
H29 -3.28 -2.33 -2.82
H30 -2.00 -2.01 -3.71
O16 -0.10 -3.53 2.74
H31 0.60 -3.02 2.19
O17 0.55 -2.37 -5.01
H32 1.24 -2.82 -4.53
H33 0.78 -1.48 -4.65
O18 -2.23 -2.09 -1.25
H34 -2.17 -2.73 -0.53
H35 -1.77 -1.19 -0.80
O19 0.90 2.57 4.34
H36 1.34 2.03 4.95
H37 0.52 2.18 3.60
O20 -0.45 1.28 -4.43
H38 -1.09 1.61 -3.74
H39 0.26 0.84 -3.94
O21 -2.07 0.90 4.09
H40 -1.66 1.88 4.02
H41 -1.00 2.98 2.18

# 4
Density functional theory data (wB97M-V/def2-TZVPD) for C28H19BrN5O3Pd as an isolated structure at a distorted geometry.

Largest force on an atom   1.09 eV Å⁻¹
2S+1   3
Total charge   +1
Total energy   -116452.7039 eV
LUMO level (spin up / spin down)   -3.66 / -5.25 eV

CARTESIAN COORDINATES (ANGSTROEM)
Pd1 -0.17 -0.42 0.16
O1 -6.71 -3.94 -0.08
C1 -5.72 -4.55 -0.75
O2 -5.90 -5.61 -1.27
C2 -4.38 -3.86 -0.80
C3 -4.08 -2.65 -0.18
C4 -2.80 -2.13 -0.26
C5 -1.80 -2.79 -0.95
C6 -2.10 -4.00 -1.58
C7 -3.37 -4.52 -1.50
N1 -0.51 -2.18 -0.97
C8 0.46 -2.64 -1.65
C9 1.76 -1.96 -1.61
C10 2.85 -2.44 -2.32
C11 4.03 -1.71 -2.29
C12 4.08 -0.55 -1.55
C13 2.95 -0.15 -0.84
N2 1.82 -0.84 -0.88
H1 -6.45 -3.09 0.29
H2 -4.82 -2.09 0.37
H3 -2.57 -1.19 0.24
H4 -1.34 -4.55 -2.12
H5 -3.62 -5.47 -1.97
H6 0.37 -3.52 -2.29
H7 2.77 -3.35 -2.88
H8 4.90 -2.06 -2.83
H9 4.98 0.06 -1.51
H10 2.95 0.74 -0.23
Br1 -6.49 10.92 3.57
C14 -5.50 9.33 3.48
C15 -4.91 8.81 4.63
C16 -4.14 7.67 4.54
C17 -3.97 7.03 3.31
C18 -4.62 7.53 2.17
C19 -5.37 8.68 2.25
N3 -3.11 5.95 3.29
N4 -2.94 5.38 2.17
C20 -2.20 4.24 2.16
C21 -1.73 3.60 3.34
C22 -1.03 2.44 3.29
C23 -0.78 1.77 2.04
O3 -0.12 0.72 1.99
C24 -1.29 2.41 0.81
N5 -1.06 1.76 -0.34
C25 -1.37 2.35 -1.47
C26 -1.94 3.63 -1.52
C27 -2.24 4.27 -0.35
C28 -1.92 3.65 0.87
H11 -5.04 9.32 5.57
H12 -3.66 7.26 5.42
H13 -4.51 7.00 1.23
H14 -5.85 9.09 1.37
H15 -1.92 4.10 4.28
H16 -0.62 1.99 4.19
H17 -1.16 1.81 -2.38
H18 -2.16 4.09 -2.48
H19 -2.69 5.25 -0.35